# 1
Formula: C14H24Cl9NO9
Source: the OMol25 dataset
Level of theory: ωB97M-V/def2-TZVPD

Properties
LUMO energy in eV: 0.164
HOMO-LUMO gap in eV: 10.681
Electronic energy in eV: -147524.1508
HOMO level in eV: -10.5
Max |F| in eV/A: 6.092
Relative energy (zero: lowest compared OMol25 entry of this formula, charge and spin) in kJ/mol: 53.4

Atoms and positions in Å:
1 C 4.13389 -4.41829 4.10811
2 O 3.49393 -3.87393 2.98205
3 C 3.07699 -4.53845 1.98210
4 O 3.23583 -5.67583 1.68914
5 O 2.28132 -3.76401 1.25846
6 C 1.75938 -4.10217 0.01018
7 H 3.60662 -5.22353 4.61965
8 H 4.37746 -3.60094 4.78686
9 H 5.08436 -4.83699 3.77738
10 H 1.70866 -5.15929 -0.25064
11 H 2.29210 -3.48950 -0.71711
12 H 0.71724 -3.78364 -0.01411
13 C -6.94827 0.91739 1.34698
14 O -6.33876 0.22620 0.30977
15 C -5.36387 -0.67725 0.55658
16 O -5.14159 -1.25289 1.57476
17 O -4.58930 -0.87378 -0.60786
18 C -3.40668 -1.47298 -0.47271
19 H -7.16218 0.11337 2.05117
20 H -7.87383 1.44548 1.11775
21 H -6.30570 1.69178 1.76594
22 H -3.37591 -2.42955 0.04894
23 H -2.74568 -0.84074 0.12014
24 H -3.01414 -1.46869 -1.48956
25 C 5.43898 0.97502 -7.30445
26 O 4.30468 1.36522 -6.56099
27 C 4.44395 1.46683 -5.18006
28 O 5.50143 1.27883 -4.56743
29 O 3.31886 1.91239 -4.77141
30 C 3.01189 2.12397 -3.41749
31 H 5.29526 0.97328 -8.38494
32 H 5.79198 -0.02780 -7.06397
33 H 6.30190 1.59812 -7.06950
34 H 3.64469 1.60912 -2.69458
35 H 1.97339 1.81066 -3.31054
36 H 3.12831 3.17496 -3.15300
37 Cl -4.83409 3.32092 2.92908
38 C -3.30644 2.49278 3.38975
39 Cl -2.68376 1.56900 1.97591
40 Cl -3.55365 1.55999 4.84034
41 H -2.50826 3.17009 3.69350
42 Cl -2.10913 -1.44985 3.95711
43 C -0.43654 -1.44213 3.44619
44 Cl 0.68203 -2.33701 4.52420
45 Cl 0.10630 0.23028 3.37200
46 H -0.42554 -1.85998 2.43952
47 Cl -0.31768 0.86405 -1.92973
48 C 0.37373 0.54293 -0.31265
49 Cl 2.09745 0.83295 -0.33960
50 Cl 0.19663 -1.21868 -0.04952
51 H -0.17407 1.04328 0.48588
52 C -1.78826 5.64405 0.03998
53 C -0.92770 4.41043 0.09914
54 N -0.17104 3.51675 0.15420
55 H -2.86414 5.48045 0.10180
56 H -1.48532 6.23892 -0.82167
57 H -1.52769 6.21869 0.92880

Mulliken atomic charges, in units of e: atom 1 (C): -0.7237, atom 2 (O): -0.2537, atom 3 (C): 0.6999, atom 4 (O): -0.5757, atom 5 (O): -0.2040, atom 6 (C): -0.6592, atom 7 (H): 0.3062, atom 8 (H): 0.2373, atom 9 (H): 0.3578, atom 10 (H): 0.3302, atom 11 (H): 0.3374, atom 12 (H): 0.1369, atom 13 (C): -0.1424, atom 14 (O): -0.3616, atom 15 (C): 0.7757, atom 16 (O): -0.5104, atom 17 (O): -0.3596, atom 18 (C): -0.1500, atom 19 (H): 0.3325, atom 20 (H): 0.2431, atom 21 (H): -0.1840, atom 22 (H): 0.2846, atom 23 (H): -0.1367, atom 24 (H): 0.2636, atom 25 (C): -0.6427, atom 26 (O): -0.3093, atom 27 (C): 0.7511, atom 28 (O): -0.5878, atom 29 (O): -0.2808, atom 30 (C): -0.5462, atom 31 (H): 0.2508, atom 32 (H): 0.2853, atom 33 (H): 0.2844, atom 34 (H): 0.3222, atom 35 (H): 0.1568, atom 36 (H): 0.3150, atom 37 (Cl): -0.1833, atom 38 (C): -0.1193, atom 39 (Cl): 0.0115, atom 40 (Cl): -0.1028, atom 41 (H): 0.3436, atom 42 (Cl): -0.0944, atom 43 (C): 0.5735, atom 44 (Cl): -0.1343, atom 45 (Cl): -0.1423, atom 46 (H): -0.2051, atom 47 (Cl): -0.1707, atom 48 (C): 0.4828, atom 49 (Cl): -0.1438, atom 50 (Cl): -0.0305, atom 51 (H): -0.1451, atom 52 (C): -0.8466, atom 53 (C): 0.3977, atom 54 (N): -0.3876, atom 55 (H): 0.2674, atom 56 (H): 0.3070, atom 57 (H): 0.2791

# 2
Formula: C14H24HoN6S2
Source: the OMol25 dataset
Level of theory: ωB97M-V/def2-TZVPD

Properties
LUMO energy (spin up / spin down) in eV: -9.952 / -9.888
Net charge: +3
HOMO-LUMO gap (spin up / spin down) in eV: 8.688 / 8.757
Electronic energy in eV: -71294.7500
HOMO level (spin up / spin down) in eV: -18.6 / -18.6
Max |F| in eV/A: 0.799
Multiplicity: 5

Atoms and positions in Å:
1 Ho -0.43250 0.08519 -0.16775
2 C -1.60121 -2.88852 -1.13276
3 C -0.81259 -3.32105 0.10314
4 N 0.13061 -2.25382 0.53553
5 C 0.37709 -2.23528 1.99659
6 C -0.87121 -1.89234 2.81226
7 S -1.96452 -0.60608 2.09553
8 C -3.30269 -1.58459 1.28583
9 C -3.44231 -1.44382 -0.22987
10 N -2.17520 -1.51201 -1.01558
11 H -2.39735 -3.61381 -1.31444
12 H -0.94303 -2.89234 -2.00287
13 H -0.27239 -4.23491 -0.14504
14 H -1.48034 -3.56446 0.92429
15 H 1.02103 -2.45969 0.09233
16 H 1.15919 -1.49367 2.18591
17 H 0.74819 -3.19838 2.35633
18 H -0.57285 -1.50200 3.78415
19 H -1.49614 -2.76265 3.00360
20 H -4.22719 -1.23746 1.74518
21 H -3.16508 -2.61739 1.59407
22 H -3.91761 -0.49062 -0.46800
23 H -4.12904 -2.22885 -0.55799
24 H -2.46479 -1.28207 -1.96590
25 C 2.53891 3.81565 0.78954
26 C 1.47020 2.78367 0.68850
27 N 1.61571 1.59836 0.20913
28 N 2.84319 1.21610 -0.26563
29 C 2.96501 0.25126 -1.20166
30 N 4.17659 -0.05129 -1.61726
31 S 1.62447 -0.56642 -1.87421
32 C 0.09413 3.14058 1.12795
33 C -0.13530 4.24473 1.92991
34 C -1.44075 4.60646 2.24699
35 C -2.48212 3.85898 1.72738
36 C -2.17521 2.74824 0.95996
37 N -0.92408 2.37460 0.66825
38 H 3.38668 3.63085 0.13363
39 H 2.91241 3.88757 1.81570
40 H 2.13310 4.79198 0.52811
41 H 3.65410 1.76386 -0.01319
42 H 5.01517 0.41720 -1.30116
43 H 4.29084 -0.74394 -2.34320
44 H 0.68934 4.83219 2.30844
45 H -1.63208 5.46465 2.87740
46 H -3.51285 4.12816 1.91187
47 H -2.97238 2.13125 0.55886

Mulliken atomic charges, in units of e: atom 1 (Ho): 0.9278, atom 2 (C): -0.8413, atom 3 (C): -0.6548, atom 4 (N): -0.0702, atom 5 (C): -0.8301, atom 6 (C): -0.6104, atom 7 (S): 0.0014, atom 8 (C): -0.5585, atom 9 (C): -0.8553, atom 10 (N): -0.0938, atom 11 (H): 0.4182, atom 12 (H): 0.3958, atom 13 (H): 0.4332, atom 14 (H): 0.2174, atom 15 (H): 0.3712, atom 16 (H): 0.3724, atom 17 (H): 0.3757, atom 18 (H): 0.4753, atom 19 (H): 0.4596, atom 20 (H): 0.5015, atom 21 (H): 0.4051, atom 22 (H): 0.4134, atom 23 (H): 0.3674, atom 24 (H): 0.3313, atom 25 (C): -1.6341, atom 26 (C): 0.8497, atom 27 (N): 0.1057, atom 28 (N): -0.4202, atom 29 (C): 0.7765, atom 30 (N): -0.3515, atom 31 (S): -0.4491, atom 32 (C): 0.3667, atom 33 (C): -0.4728, atom 34 (C): -0.4776, atom 35 (C): -0.8308, atom 36 (C): -0.0008, atom 37 (N): -0.2624, atom 38 (H): 0.5041, atom 39 (H): 0.4137, atom 40 (H): 0.4463, atom 41 (H): 0.2205, atom 42 (H): 0.2233, atom 43 (H): 0.2446, atom 44 (H): 0.4254, atom 45 (H): 0.4826, atom 46 (H): 0.4432, atom 47 (H): 0.4449

# 3
Formula: C14H24N2
Source: the OMol25 dataset
Level of theory: ωB97M-V/def2-TZVPD

Properties
LUMO energy in eV: 0.523
HOMO-LUMO gap in eV: 11.045
Electronic energy in eV: -17886.0668
HOMO level in eV: -10.5
Max |F| in eV/A: 5.177
Relative energy (zero: lowest compared OMol25 entry of this formula, charge and spin) in kJ/mol: 133.8

Atoms and positions in Å:
1 C 4.64843 0.89183 0.35490
2 C 3.65513 0.12766 -0.59559
3 C 3.37932 -1.34113 -0.17341
4 C 2.22725 -1.53517 0.86925
5 C 0.93585 -0.71376 0.58924
6 C 0.12102 -1.23518 -0.65406
7 C -1.12068 -2.06840 -0.12496
8 C -2.47346 -1.30555 -0.31539
9 C -2.93328 -0.47646 0.92289
10 C -2.24865 0.91602 1.09312
11 C -2.93534 2.09173 0.32163
12 C -1.96207 3.27642 0.36059
13 N -1.15116 4.05001 0.31039
14 C -3.23294 1.81772 -1.19409
15 C -1.90260 1.79130 -1.93930
16 N -1.03309 1.85163 -2.64534
17 H 5.36009 1.46097 -0.28098
18 H 4.15730 1.58808 1.05773
19 H 5.26374 0.14142 0.89520
20 H 4.15569 0.08670 -1.59052
21 H 2.74760 0.74193 -0.74583
22 H 4.29661 -1.77102 0.29276
23 H 3.15165 -1.98526 -1.04902
24 H 1.92887 -2.61089 0.81485
25 H 2.53420 -1.35452 1.92053
26 H 0.28570 -0.81824 1.48923
27 H 1.10876 0.37973 0.48654
28 H 0.74790 -1.84995 -1.33556
29 H -0.25183 -0.37250 -1.24177
30 H -1.16895 -2.96390 -0.79000
31 H -0.96234 -2.46526 0.89684
32 H -3.25362 -2.08776 -0.47816
33 H -2.41779 -0.73698 -1.26196
34 H -4.03933 -0.33623 0.94332
35 H -2.68654 -1.06177 1.83654
36 H -2.31542 1.17833 2.17426
37 H -1.17094 0.93497 0.84424
38 H -3.85887 2.45860 0.81810
39 H -3.81296 2.67536 -1.58854
40 H -3.79033 0.87898 -1.35601

Mulliken atomic charges, in units of e: atom 1 (C): -1.0794, atom 2 (C): -0.3647, atom 3 (C): -0.7839, atom 4 (C): -0.9967, atom 5 (C): -0.7747, atom 6 (C): -0.1390, atom 7 (C): -0.9352, atom 8 (C): -0.5304, atom 9 (C): -0.8561, atom 10 (C): -0.3168, atom 11 (C): 0.2285, atom 12 (C): -0.0711, atom 13 (N): -0.4448, atom 14 (C): -0.5932, atom 15 (C): 0.1703, atom 16 (N): -0.4456, atom 17 (H): 0.3274, atom 18 (H): 0.2518, atom 19 (H): 0.2695, atom 20 (H): 0.3488, atom 21 (H): 0.2713, atom 22 (H): 0.4297, atom 23 (H): 0.3370, atom 24 (H): 0.2820, atom 25 (H): 0.3916, atom 26 (H): 0.5017, atom 27 (H): 0.4340, atom 28 (H): 0.4533, atom 29 (H): -0.0638, atom 30 (H): 0.3165, atom 31 (H): 0.4660, atom 32 (H): 0.3095, atom 33 (H): 0.2857, atom 34 (H): 0.3170, atom 35 (H): 0.4586, atom 36 (H): 0.3519, atom 37 (H): -0.0375, atom 38 (H): 0.4465, atom 39 (H): 0.4300, atom 40 (H): 0.3545

# 4
Formula: C14H24N2
Source: the OMol25 dataset
Level of theory: ωB97M-V/def2-TZVPD

Properties
LUMO energy in eV: 0.412
HOMO-LUMO gap in eV: 8.087
Electronic energy in eV: -17875.0346
HOMO level in eV: -7.7
Max |F| in eV/A: 18.787
Relative energy (zero: lowest compared OMol25 entry of this formula, charge and spin) in kJ/mol: 1198.2

Atoms and positions in Å:
1 C 5.38579 1.08612 -0.57828
2 C 4.01954 1.68215 -1.28223
3 C 3.39137 2.67619 -0.46655
4 C 2.84627 2.33136 0.87455
5 C 1.64048 1.53698 0.60589
6 C 2.14806 -0.03348 1.00190
7 C 1.01408 -0.96936 0.89255
8 C 0.64401 -1.27011 -0.90163
9 H 0.49130 -0.30877 -1.35683
10 H 1.44573 -1.70964 -1.26090
11 C -0.47505 -2.35910 -1.03296
12 N -1.69015 -1.60478 -0.65327
13 C -2.40692 -1.67636 0.64189
14 C -3.37753 -1.31319 1.22496
15 C -4.05385 -0.09369 0.36451
16 N -4.97101 0.57237 0.99753
17 H -5.46143 0.41569 1.88856
18 C -3.41816 0.16483 -0.72058
19 C -2.46654 -0.68420 -1.33522
20 H -1.88409 -0.44201 -2.11862
21 H -3.86372 0.93587 -1.50110
22 H -3.61073 -1.58444 2.29976
23 H -1.78524 -2.78239 1.26138
24 H -0.35053 -3.20172 -0.31701
25 H -0.67817 -2.50468 -2.34164
26 H -0.01873 -0.72305 1.19921
27 H 1.11747 -1.87484 1.19981
28 H 2.94065 -0.55589 0.20795
29 H 2.53885 -0.19681 2.07601
30 H 1.28600 1.48320 -0.21506
31 H 0.95263 1.50490 1.33711
32 H 3.68748 1.90124 1.38369
33 H 2.55132 3.14263 1.44396
34 H 2.72206 3.41950 -1.00000
35 H 4.29133 3.62783 -0.17848
36 H 4.45779 1.95468 -2.26515
37 H 3.39848 0.95197 -1.65889
38 H 5.91784 0.31695 -1.08541
39 H 6.18414 1.86182 -0.45645
40 H 5.35091 0.50917 0.32383

Mulliken atomic charges, in units of e: atom 1 (C): -1.4396, atom 2 (C): -0.3329, atom 3 (C): -0.6193, atom 4 (C): -0.7657, atom 5 (C): -1.4526, atom 6 (C): 0.0737, atom 7 (C): -1.4115, atom 8 (C): -0.9648, atom 9 (H): 0.4518, atom 10 (H): 0.7047, atom 11 (C): -0.7303, atom 12 (N): 0.3321, atom 13 (C): -0.8011, atom 14 (C): 0.2409, atom 15 (C): 0.8036, atom 16 (N): -0.8753, atom 17 (H): 0.2102, atom 18 (C): -0.7276, atom 19 (C): -0.2630, atom 20 (H): 0.5556, atom 21 (H): 0.2366, atom 22 (H): 0.2570, atom 23 (H): -0.0963, atom 24 (H): 0.3023, atom 25 (H): 0.2852, atom 26 (H): 0.4310, atom 27 (H): 0.7142, atom 28 (H): 0.0093, atom 29 (H): 0.3079, atom 30 (H): 0.7701, atom 31 (H): 0.6100, atom 32 (H): 0.4518, atom 33 (H): 0.3832, atom 34 (H): 0.2896, atom 35 (H): 0.2784, atom 36 (H): 0.3154, atom 37 (H): 0.2693, atom 38 (H): 0.4678, atom 39 (H): 0.3625, atom 40 (H): 0.3659

Question: The lowest electronic energy belongs to which entry?
Answer: C14H24Cl9NO9